No. 1
Density functional theory data (the ωB97M-V functional and the def2-TZVPD basis) for a structure of composition C31H19F2FeN13.

Computed properties:
LUMO level (eV): 4.63
Gap between HOMO and LUMO (eV): 5.99
Energy relative to the best compared isomer or geometry (same formula, charge and spin) (kcal/mol): 7.7
Energy (Eh): -3368.1128

Geometry as ORCA input:
```
! wB97M-V def2-TZVPD RIJCOSX def2/J DEFGRID3
* xyz -2 1
Fe -0.323 -0.021 0.768
C 4.832 1.317 -1.204
C 3.767 1.116 -0.302
N 2.679 0.470 -0.628
C 2.541 -0.047 -1.863
C 3.534 0.144 -2.860
C 4.703 0.842 -2.477
C 3.349 -0.336 -4.178
C 2.170 -0.971 -4.464
C 1.187 -1.188 -3.493
C 1.321 -0.790 -2.151
N 0.366 -0.967 -1.199
C -0.587 -1.925 -1.440
C -0.410 -3.152 -2.066
C -1.483 -4.022 -2.314
C -2.770 -3.700 -1.978
C -3.002 -2.491 -1.283
C -4.281 -2.072 -0.861
C -4.414 -0.919 -0.144
C -3.256 -0.209 0.222
N -2.053 -0.572 -0.153
C -1.913 -1.657 -0.957
H 5.719 1.851 -0.884
H 3.813 1.506 0.710
H 5.484 0.992 -3.216
H 4.122 -0.186 -4.924
H 1.978 -1.324 -5.473
H 0.281 -1.688 -3.803
H 0.584 -3.442 -2.383
H -1.276 -4.969 -2.802
H -3.601 -4.361 -2.196
H -5.143 -2.685 -1.104
H -5.379 -0.569 0.199
H -3.318 0.643 0.887
N 2.087 -1.814 2.393
C 0.842 -2.413 2.238
N 0.562 -3.629 2.687
N -0.719 -3.826 2.316
N -1.173 -2.783 1.702
N -0.192 -1.857 1.624
C 2.186 -0.430 2.487
N 3.140 0.194 3.166
N 2.872 1.501 2.972
N 1.815 1.636 2.232
N 1.361 0.417 1.895
H 2.676 -2.301 3.048
F -2.882 0.340 5.526
C -2.387 0.945 4.407
C -1.780 0.189 3.433
C -1.277 0.804 2.279
C -1.426 2.209 2.164
C -2.040 2.919 3.187
F -2.193 4.279 3.116
C -2.535 2.321 4.325
C -0.913 2.780 0.911
C -0.937 4.129 0.540
C -0.443 4.506 -0.693
C 0.062 3.541 -1.551
C 0.060 2.228 -1.120
N -0.405 1.855 0.071
H -1.702 -0.885 3.566
H -3.002 2.897 5.110
H -1.330 4.864 1.222
H -0.451 5.551 -0.981
H 0.460 3.791 -2.525
H 0.443 1.428 -1.736
*
```

***

No. 2
Density functional theory data (the ωB97M-V functional and the def2-TZVPD basis) for a cluster of 2 separate species, C6H10O in total in a non-equilibrium geometry.

Computed properties:
SMILES: C=CC(=C)C=C.O
LUMO level (eV): 0.84
Gap between HOMO and LUMO (eV): 9.46
Energy relative to the best compared isomer or geometry (same formula, charge and spin) (kcal/mol): 65.5
Energy (Eh): -309.7380

Geometry as ORCA input:
```
! wB97M-V def2-TZVPD RIJCOSX def2/J DEFGRID3
* xyz 0 1
C -0.269 -1.667 -1.320
C 0.710 -0.937 -0.701
C 0.408 -0.011 0.479
C 1.425 0.179 1.345
C -0.939 0.545 0.774
C -1.672 0.228 1.873
H -0.077 -2.490 -1.954
H -1.336 -1.475 -1.000
H 1.723 -1.345 -0.780
H 1.062 0.640 2.237
H 2.448 -0.133 1.080
H -1.397 1.413 0.229
H -2.770 0.509 1.930
H -1.372 -0.438 2.772
O 0.317 1.251 -1.992
H -0.025 2.097 -1.688
H 1.234 1.194 -1.596
*
```